[1]
59
Properties=species:S:1:pos:R:3:forces:R:3:nbo_charge:R:1 method="wB97M-V/def2-TZVPD" orbital_gap_ev=2.927 e_tot_ev=-184674.1340 homo_ev=-5.9 lumo_energy_ev=-2.96
Br -0.404515 2.714417 3.175302 0.001 -0.970 -1.185 0.35
Br 4.793575 2.729168 2.729168 3.710 4.189 3.955 -0.49
F -3.327852 4.280456 -1.529253 2.731 -0.883 1.413 -0.40
O 4.011487 -2.289907 -2.892775 -3.645 -1.983 -0.801 -0.27
O -0.332345 -1.278071 -3.248752 1.487 -0.570 3.173 -0.57
O -5.806425 0.978871 -2.019840 4.971 -6.441 4.045 -0.53
O 2.039903 -1.665589 -2.630315 -2.650 1.069 -1.954 -0.38
O 3.883594 -0.115694 3.424311 -7.272 2.871 -4.206 -0.57
O -0.589880 -3.120104 -1.700288 0.627 8.728 -0.652 -0.51
N 1.419097 0.215261 3.037193 1.011 -0.776 -2.643 -0.55
N 2.851730 -2.626996 -3.144553 5.336 1.294 1.024 0.37
N -5.469959 -0.675197 -0.118381 1.621 0.323 -1.899 -0.87
N -0.423808 1.471543 1.723773 -0.025 -2.677 -2.910 -0.50
N 1.661230 -4.899733 1.298277 2.023 5.159 -1.692 -0.43
C -3.615473 -0.501969 -2.084464 -0.721 0.908 -0.551 -0.52
C 4.014104 -3.478822 0.569852 -4.745 1.076 0.480 -0.25
C 0.527842 0.259499 1.806287 0.211 -0.773 -1.946 0.44
C -0.479990 -1.797548 -1.853821 -0.014 -5.595 0.421 0.76
C 2.875741 0.444763 2.700621 5.221 -1.841 2.002 0.70
C -2.509480 0.749013 -1.998807 -0.061 0.072 -0.044 -0.48
C 1.565081 -2.260609 0.725977 1.071 -0.228 0.237 -0.16
C 1.045166 -1.454399 -3.734022 -0.433 -0.590 -0.999 0.18
C 1.192900 -1.025764 3.871583 -1.604 -1.851 0.668 -0.43
C -1.554772 5.488468 -0.206696 -0.352 0.475 -0.440 -0.68
C 3.176206 -2.041324 0.392149 -2.064 -5.454 1.747 -0.14
C 3.114855 -4.768072 0.994874 -0.027 1.951 -0.348 0.02
C -5.065704 0.014632 -1.431312 -2.470 3.636 -2.355 0.68
C -2.050187 4.013820 -0.768125 -0.197 0.642 0.443 0.21
C -2.444294 2.953212 0.432159 -0.545 -0.812 -0.231 -0.51
C -1.468210 0.594037 -0.726270 2.372 -0.115 3.373 0.01
C 3.366100 1.434039 1.450856 -3.773 -1.518 -1.132 -0.80
C 0.851243 -3.655879 1.158119 4.557 0.781 -0.834 0.05
C -1.396566 1.679788 0.544043 0.358 -2.381 -2.085 0.24
C -0.458422 -0.697002 -0.638836 0.041 1.475 1.720 -0.13
C 0.586025 -0.915741 0.646299 -2.437 2.367 -0.672 0.02
H 5.180423 -3.544580 0.394316 -2.811 0.068 0.417 0.26
H -0.302510 -3.669646 1.378836 2.659 -0.104 -0.530 0.24
H 2.912525 2.532077 1.543554 0.520 -2.885 -0.482 0.27
H -2.329781 6.317774 -0.573467 1.616 -2.020 0.725 0.26
H -5.444796 -1.707623 -0.356722 -0.061 1.399 0.365 0.38
H -3.489465 2.473233 0.112327 2.332 1.011 0.668 0.27
H -3.159658 1.728921 -1.970222 1.542 -1.830 0.202 0.28
H 0.139508 -1.472865 3.532069 2.210 1.016 0.754 0.20
H -1.243856 3.515690 -1.485113 -2.047 1.171 1.309 0.20
H -4.617765 -0.550628 0.503576 -1.191 -0.212 -0.864 0.37
H -2.644644 3.504364 1.444476 0.708 -1.163 -1.929 0.26
H 4.551004 1.530727 1.516537 -2.172 -1.281 -1.009 0.30
H 1.078136 -0.821153 5.031477 0.572 -0.069 -2.543 0.24
H 3.670333 -1.026569 0.085697 -1.244 -2.176 0.701 0.27
H 1.061591 -2.420987 -4.428648 0.108 2.124 1.565 0.21
H 1.971152 -1.890954 3.684344 -1.308 2.116 0.336 0.25
H 1.341914 -0.488445 -4.336143 -0.618 -1.912 1.401 0.21
H -3.236008 -1.475355 -1.556908 -0.788 1.897 -1.055 0.23
H -3.855342 -0.688934 -3.234167 0.637 0.291 2.536 0.27
H 3.735398 -5.787067 1.078616 -1.739 2.473 -0.105 0.23
H -0.513073 5.787630 -0.678539 -2.116 -0.757 1.184 0.24
H -1.889999 0.802397 -3.011212 -1.154 -0.324 2.367 0.27
H 3.041419 1.039720 0.395326 -0.107 -0.013 1.421 0.20
H -1.534503 5.559704 0.975657 0.135 -0.377 -2.559 0.23


[2]
98
Properties=species:S:1:pos:R:3:forces:R:3:lowdin_charge:R:1 method="wB97M-V/def2-TZVPD" charge=-1 orbital_gap_ev=7.273 e_tot_ev=-195047.4180 homo_ev=-6.7 lumo_energy_ev=0.57
Sn 20.363042 0.097072 15.435591 -1.352 -1.273 -1.683 1.67
As 18.811694 -2.241000 9.321992 1.307 -0.326 -0.842 0.87
As 19.761185 -1.717432 18.832715 -0.396 -1.355 0.812 0.83
Na 20.632729 -3.079231 12.719199 0.042 0.099 -0.158 0.22
Na 17.201673 -1.367163 12.315548 0.193 0.096 -0.155 0.29
F 20.366338 -2.907210 8.793857 -0.950 0.231 0.072 -0.27
F 21.036822 -2.595446 19.676740 -0.767 0.617 -0.655 -0.27
F 20.322757 -2.386858 17.291236 -0.176 0.795 0.373 -0.31
F 20.857399 -0.318231 18.599265 -0.539 -0.617 -0.399 -0.33
F 19.241826 -1.016368 20.338644 0.006 -0.306 -0.580 -0.26
F 18.656546 -3.146308 19.000843 1.150 1.813 -0.162 -0.29
F 19.274282 -2.971240 10.884542 -0.880 0.232 0.127 -0.26
F 18.541226 -1.665642 7.708921 -0.337 0.188 0.694 -0.24
F 19.579063 -0.732979 9.809934 -0.679 -1.247 -0.460 -0.23
F 17.291110 -1.628748 10.033361 0.635 -0.390 -0.298 -0.27
F 18.488099 -0.799383 17.981236 0.878 -0.476 0.077 -0.30
F 17.915691 -3.727700 8.860705 0.835 1.093 0.780 -0.28
N 14.867307 -2.288129 12.811256 0.000 -0.524 0.425 -0.18
N 20.788761 -5.554728 12.791644 0.135 -0.568 -0.009 -0.20
N 18.776943 2.673892 16.701123 -0.356 -1.810 -0.851 -0.21
C 14.545955 -1.730370 14.131588 0.479 0.300 0.384 -0.25
C 19.880128 -5.989723 11.711883 -1.149 1.254 -0.277 -0.24
C 22.176005 -5.852566 12.343635 -0.630 1.774 -0.776 -0.22
C 16.673965 1.566400 15.933216 -0.848 0.481 -0.097 -0.09
C 19.800765 3.698016 16.483672 0.387 -1.392 1.238 -0.25
C 21.213976 -5.431283 15.230359 0.277 -0.322 0.464 -0.07
C 17.733487 3.698706 18.631729 -0.503 2.022 0.187 -0.09
C 14.328580 -0.243084 14.039651 -1.023 0.152 -0.291 -0.08
C 14.108853 -2.661758 10.407863 0.724 -0.661 0.530 -0.07
C 13.768263 -2.234231 11.844314 -0.406 0.467 -0.980 -0.24
C 14.346485 -4.738917 13.469037 -0.051 0.819 -0.684 -0.06
C 15.334011 -3.670100 12.967781 0.872 -0.620 -0.270 -0.26
C 17.694510 2.648209 15.688534 0.589 0.859 0.593 -0.26
C 20.497240 -6.154858 14.117712 -0.092 0.444 -0.821 -0.23
C 18.382741 -5.906842 12.069544 0.119 -0.911 0.499 -0.08
C 22.529723 -4.942193 11.130815 0.911 -0.791 0.954 -0.06
C 20.954489 3.432949 17.447440 1.540 0.512 -0.063 -0.11
C 18.306837 2.435615 18.078451 1.103 0.056 0.627 -0.26
B 18.869962 -2.148718 14.283603 -0.638 0.003 1.041 -0.53
B 18.530321 0.933294 12.515598 1.223 0.247 -0.120 -0.41
B 22.206200 -1.010006 12.842641 0.216 1.999 0.073 -0.41
H 18.090687 -4.992454 12.585912 0.265 0.156 -0.116 0.05
H 18.473269 4.504704 18.675455 0.315 -0.146 -0.236 0.06
H 13.740790 -2.227848 14.683668 -0.507 -0.005 -0.478 0.11
H 20.744945 -7.216777 14.013193 0.018 -0.213 0.631 0.12
H 14.887788 -5.639814 13.751295 -0.048 0.044 0.116 0.08
H 13.433258 -1.215378 11.645849 0.048 0.198 0.836 0.10
H 14.949667 -2.088998 10.016076 -0.099 0.145 0.000 0.06
H 23.125664 -0.339394 12.864044 1.887 0.816 0.020 -0.04
H 19.442665 -6.055761 14.375695 -0.117 -0.149 -0.528 0.11
H 13.634659 -4.987901 12.680836 -0.120 -0.125 0.120 0.07
H 21.288999 2.419781 17.682387 -0.891 -0.342 -0.004 0.06
H 20.128101 3.602986 15.448850 -0.172 0.347 -0.084 0.12
H 15.953159 1.625790 15.117654 0.222 -0.288 -0.148 0.06
H 22.901922 -5.534899 13.090899 -0.220 -0.349 0.345 0.10
H 17.216124 3.635106 15.702566 -0.399 0.019 -0.096 0.12
H 13.984795 0.177959 14.984862 0.430 0.024 0.134 0.08
H 17.633045 1.590094 18.185842 -0.078 0.079 -0.606 0.10
H 19.532149 4.719165 16.769130 -0.638 0.166 -0.754 0.11
H 16.066469 1.783714 16.813544 0.135 -0.041 0.159 0.08
H 15.782741 -3.938221 12.007988 -0.199 -0.353 -0.046 0.11
H 17.521155 0.703155 12.084510 -2.627 -0.369 -0.866 -0.04
H 18.295899 -1.498891 15.033122 -1.177 1.467 1.391 -0.02
H 14.428369 -3.704627 10.361537 -0.174 -0.077 -0.137 0.07
H 22.294821 -5.482895 15.102501 0.016 0.042 0.330 0.07
H 12.898224 -2.798911 12.194725 -0.093 -0.048 0.128 0.11
H 13.806496 -4.310815 14.312842 -0.073 -0.416 0.151 0.06
H 16.979657 4.102460 17.949740 -0.193 -0.131 0.022 0.08
H 20.109701 -6.959571 11.258158 0.174 -0.317 0.402 0.12
H 23.597800 -5.147523 11.021328 0.022 0.118 -0.641 0.08
H 20.785879 3.987068 18.370721 0.049 -0.330 0.200 0.07
H 13.495778 -0.053453 13.359428 0.073 0.145 -0.111 0.07
H 22.071920 -1.417478 13.868224 -0.312 -1.817 3.264 -0.09
H 15.388865 -1.903216 14.807691 0.344 -0.107 -0.310 0.12
H 22.181004 -1.700778 11.972583 -0.074 -2.049 -1.951 -0.04
H 19.764887 -2.540868 14.812485 2.381 -1.278 1.283 -0.05
H 18.915075 1.943356 12.158623 0.441 1.890 -0.569 -0.02
H 19.301373 0.161451 12.209998 1.069 -1.353 -0.437 -0.06
H 20.910074 -4.392524 15.363356 -0.034 0.058 -0.475 0.06
H 22.501611 -3.892485 11.421855 -0.264 0.051 -0.203 0.06
H 15.204681 0.269533 13.643712 0.001 0.052 0.170 0.07
H 16.185177 -3.703765 13.651645 -0.058 0.452 0.146 0.09
H 13.245259 -2.530197 9.757861 -0.031 0.030 0.076 0.08
H 19.996380 -5.265715 10.905096 0.195 -0.108 -0.097 0.08
H 21.997732 -5.132134 10.203123 0.007 0.050 0.080 0.07
H 17.053924 0.549654 16.038552 0.202 0.041 -0.184 0.07
H 21.369963 -0.243761 12.684887 -1.826 1.399 -0.176 -0.05
H 18.196259 -2.987625 13.911781 -1.230 -1.632 -0.206 0.01
H 18.414065 0.989747 13.663128 0.108 -0.241 2.689 -0.08
H 20.907325 -5.883429 16.175754 0.382 -0.200 0.062 0.08
H 22.347064 -6.898133 12.071180 -0.219 -0.221 0.197 0.11
H 18.135861 2.551520 14.696466 0.047 -0.037 0.125 0.07
H 21.899126 3.817841 17.049477 -0.183 0.533 -0.170 0.07
H 18.114159 -6.736527 12.728997 -0.029 0.036 0.155 0.07
H 17.310985 3.797489 19.633170 -0.117 -1.011 0.064 0.08
H 19.154390 -1.590797 13.396060 1.083 2.061 -2.681 -0.07
H 19.159019 2.107194 18.677626 0.124 0.140 -0.027 0.11
H 17.729338 -6.037386 11.206758 0.313 0.228 -0.275 0.08


[3]
14
Properties=species:S:1:pos:R:3:forces:R:3:nbo_charge:R:1 method="wB97M-V/def2-TZVPD" charge=+1 de_lowest_ev=6.4147 orbital_gap_ev="7.348 / 6.570" e_tot_ev=-15781.8783 homo_ev="-14.1 / -14.2" lumo_energy_ev="-6.74 / -7.60"
I 1.939551 0.031651 -3.388960 0.065 -0.393 -0.518 0.91
N 1.763605 0.719605 -1.662715 -0.048 -0.927 1.681 -0.41
N 0.414044 -1.434511 1.712153 0.262 -0.246 0.458 -0.74
N 1.303960 -0.802369 -0.225914 2.025 0.991 -2.405 -0.12
C 0.347297 -0.719165 0.576605 -1.599 -0.114 0.669 0.36
C -0.731647 1.356393 -0.388949 0.806 0.414 -0.846 -0.60
C -0.948599 0.016035 0.252632 -0.002 -0.328 0.171 -0.44
H -0.531914 2.128345 0.351438 -0.073 0.051 -0.044 0.24
H -1.571805 1.636598 -1.018907 -0.104 0.111 0.145 0.24
H 0.175851 1.322200 -1.063739 -1.233 0.249 0.694 0.23
H -1.479991 0.124817 1.201665 -0.034 -0.094 -0.104 0.25
H -0.426986 -1.769096 2.162946 0.094 0.222 -0.103 0.42
H -1.520572 -0.659121 -0.395199 0.086 0.081 0.144 0.25
H 1.267207 -1.951382 1.886946 -0.244 -0.018 0.059 0.42